DFT (ωB97M-V with the def2-TZVPD basis set) results for a cluster of 10 separate species, C40H55N5O15 in total at a distorted geometry.

Each line ends with the Mulliken charge.
Cartesian coordinates (Å):
O1 6.23211 -4.86291 24.25033  -0.407
H1 8.05386 -4.67819 36.02848  0.465
H2 4.64357 -2.31616 25.22786  0.573
O2 10.61990 -6.19926 30.92488  -0.577
H3 7.91928 -4.85241 25.57554  0.230
H4 8.91962 -3.63160 23.92358  0.398
H5 11.00176 -4.82713 28.73772  0.113
N1 6.02555 0.12700 33.99112  0.187
H6 10.81977 -2.07178 28.40191  -0.109
O3 8.04397 4.68375 30.98302  -0.394
H7 13.34354 -2.82847 28.68585  0.404
H8 7.79071 -1.05155 23.73692  0.443
H9 4.11177 -1.20304 22.77531  0.425
C1 7.24123 -4.22570 24.99625  -0.192
O4 6.12369 3.43394 31.14639  -0.509
H10 5.23600 -0.48397 26.71831  0.195
H11 9.79027 -3.93208 34.13888  0.627
H12 4.69473 1.42144 23.00089  0.451
H13 5.33649 1.73321 32.83855  0.666
C2 4.61615 -1.28336 24.91323  -0.610
H14 6.96545 -4.99618 33.91451  0.296
N2 0.94872 1.66247 29.96019  0.026
H15 11.12139 3.36637 33.13529  0.418
C3 10.20101 2.80991 32.95822  -1.299
H16 8.18061 0.86590 30.14276  -0.561
C4 8.00228 -1.74302 24.55252  -0.945
C5 5.07455 0.92249 25.16953  -0.313
H17 1.71504 2.05949 31.86711  0.488
C6 1.91309 1.87238 30.82204  -1.085
H18 8.76451 4.30361 33.73066  0.325
H19 5.42708 1.78587 25.71423  0.329
H20 0.93393 1.49780 27.86344  0.388
O5 7.89760 -2.00780 29.99875  -0.208
O6 10.55233 -3.01993 26.54003  -0.196
O7 8.72487 -5.51140 30.03725  -0.173
H21 6.92938 0.46296 34.29167  0.245
O8 7.83875 3.09469 32.43973  -0.196
H22 8.88921 1.00108 25.48056  0.565
H23 7.19166 2.89778 26.39361  0.578
C7 4.39061 -0.68971 23.68368  -0.523
H24 6.49107 0.67368 30.88905  -0.494
H25 10.03587 2.01727 33.68798  0.325
C8 1.51510 1.49575 28.77375  -0.676
C9 5.46425 -1.07996 34.29603  -0.564
C10 9.21302 -1.05752 31.70291  -1.132
O9 7.03141 -3.38738 22.92233  -0.444
H26 6.69549 -3.64856 25.74270  0.101
C11 3.11750 1.88172 30.20331  -0.049
N3 8.27407 -2.67202 36.76710  0.079
H27 7.03004 -1.35303 31.71258  -0.046
H28 9.96543 -0.74478 30.97891  0.256
C12 7.28513 0.25741 30.26913  2.159
H29 9.30921 -0.32790 32.50697  0.102
C13 7.41789 -5.27005 30.43439  0.339
H30 12.46022 -3.47527 30.06640  0.343
H31 8.95517 -1.51199 25.02867  0.308
O10 6.76655 -0.30787 29.13092  -0.382
H32 6.66156 -6.63637 31.85357  0.275
H33 9.47917 -2.01226 32.15650  0.280
H34 7.55335 -2.62764 37.47329  0.229
H35 6.05624 -1.78443 34.86142  0.340
C14 4.77244 0.67688 23.77933  -0.826
C15 11.48291 -3.80773 26.01183  0.460
O11 11.69437 -3.89031 24.81041  -0.655
C16 8.98468 3.77671 32.80222  0.292
C17 7.14499 -1.57248 29.01617  0.431
C18 11.60530 -4.11593 28.17379  0.937
H36 -0.02378 1.85542 30.15278  0.236
C19 7.79821 -0.98514 31.03239  0.396
C20 8.09036 2.51212 26.85189  -0.956
H37 9.58084 -3.40899 28.23752  -0.358
H38 3.58724 1.61825 28.07118  0.520
C21 9.03024 -1.59283 36.40063  -0.740
C22 6.20956 -4.42882 23.00955  0.660
O12 8.64439 -6.14764 32.09123  -0.386
H39 8.03853 3.69664 28.60280  0.225
H40 9.37244 5.67451 32.18674  0.306
C23 7.30642 -5.75760 31.84900  0.355
C24 9.60992 2.19102 28.48524  -0.514
H41 2.97882 0.29247 32.60517  0.294
C25 2.85732 1.62828 28.86711  -0.664
C26 9.77160 -1.97342 35.26310  -0.543
H42 6.62736 -5.67671 29.80369  0.318
C27 9.24114 4.73888 31.64317  -0.503
C28 7.91057 -3.25015 24.07984  0.486
C29 9.42550 -3.31249 34.94477  -0.007
O13 5.65278 -4.98728 22.05275  -0.627
H43 10.13523 2.33240 29.41823  0.379
H44 7.50814 -3.78955 32.76390  -0.021
H45 10.79763 0.73783 27.35706  0.571
C30 10.56739 -3.03647 27.96173  0.513
H46 10.35658 2.30734 32.00359  0.208
H47 10.50029 -1.35750 34.75709  0.527
H48 13.53203 -4.47750 29.13325  0.380
H49 8.92123 -0.69238 36.98690  0.433
H50 5.91247 -4.34694 32.67558  0.480
C31 8.56878 -3.73182 35.95332  -1.051
C32 7.26819 3.68259 31.45445  0.685
C33 3.90502 -0.00449 33.07461  -0.196
O14 6.68242 -2.33771 28.12081  -0.744
N4 4.90063 -0.25695 25.79307  0.289
C34 5.06895 0.74168 33.17276  -0.656
H51 7.30202 -4.19593 30.57905  -0.433
H52 3.53631 -2.00808 33.90177  0.435
C35 9.42108 -6.04727 30.96673  0.661
H53 7.25730 -1.50949 25.31315  0.027
C36 4.19941 -1.16321 33.78824  -0.813
N5 8.52644 2.95617 28.11933  0.166
H54 10.14684 4.45988 31.10469  0.367
C37 12.78291 -3.69036 29.04772  -1.611
C38 8.97537 1.51901 26.42435  -0.071
C39 9.96004 1.41812 27.40233  -0.996
O15 12.08855 -4.51091 26.86051  -0.314
C40 6.92455 -4.70459 32.86503  -1.097
H55 4.06995 2.09760 30.66442  0.860

Charge   0
HOMO-LUMO gap   7.50 eV
Lowest unoccupied orbital energy   -0.185 eV
SMILES   C[C@H]1COC(=O)O1.C[C@H]1COC(=O)O1.C[C@H]1COC(=O)O1.C[C@H]1COC(=O)O1.C[C@H]1COC(=O)O1.c1cc[nH]c1.c1cc[nH]c1.c1cc[nH]c1.c1cc[nH]c1.c1cc[nH]c1

---

DFT (ωB97M-V with the def2-TZVPD basis set) results for a structure of composition C40H56B2CdF4N6OSbSi at a distorted geometry.

Each line ends with the Mulliken charge.
Cartesian coordinates (Å):
C1 -1.57962 -0.13142 -4.27118  0.770
C2 -0.22106 -2.78832 3.26279  1.877
C3 -3.58884 -1.64729 -5.52305  -0.663
H1 3.05486 -2.19341 0.77070  -0.363
H2 -2.55122 0.20142 3.39823  0.053
C4 -2.51856 -1.10551 -6.23882  -0.674
C5 -0.59005 3.21828 -5.53801  -0.465
Cd1 0.20730 0.31057 -0.11805  5.119
H3 4.56486 1.74022 -3.78186  0.482
H4 -4.83816 2.84028 -1.47988  0.353
H5 2.42360 2.52424 -0.01932  0.209
C6 2.98554 1.55868 -0.19343  -0.545
C7 3.68196 1.15119 -3.97779  -0.930
C8 -0.82259 1.56885 4.85936  -1.891
H6 -4.27597 -2.36275 -6.02453  0.323
H7 3.49303 -0.68488 2.54486  0.159
H8 -1.31712 -2.23215 -1.75606  0.662
F1 1.00357 4.36051 1.08063  -0.369
H9 -1.19436 -2.92876 1.33481  -0.028
H10 5.20449 -0.37980 -1.49249  0.449
C9 -0.93824 2.81746 -4.23229  0.490
C10 3.42664 -1.25458 3.48711  -2.017
H11 2.42320 -4.28242 -2.12743  0.467
C11 4.37095 0.09572 -1.08698  -1.090
N1 2.43670 0.34786 -0.12153  0.912
O1 -0.63018 1.39268 -1.76459  -1.033
N2 1.72718 -2.55326 -1.17577  -0.014
H12 -1.38221 -4.34418 2.32641  0.438
F2 0.25523 2.17432 1.48447  -0.616
H13 -0.18163 -4.48896 -2.95770  0.525
H14 2.24885 -2.89293 5.20584  0.338
H15 -4.61695 -1.60373 -3.60013  0.441
H16 -3.24767 -1.42110 0.16733  0.584
H17 3.16627 -1.75020 -5.57522  0.293
H18 -0.86734 2.00837 3.84445  0.248
H19 1.58728 -3.13754 1.87417  -0.031
C12 2.32733 -0.88245 4.43414  2.055
B1 0.24655 3.60963 1.96687  0.279
N3 -2.22765 0.38861 0.59603  0.839
H20 -1.48789 2.14543 5.53702  0.375
C13 -2.34393 -0.29799 4.33424  -1.752
H21 3.45454 -1.86072 6.00851  0.538
H22 2.22372 2.51647 -3.26267  0.454
H23 2.69433 1.27884 4.27732  0.337
C14 -3.24962 -0.38686 0.22173  -1.007
C15 0.98774 -3.56890 2.67840  -1.790
H24 -0.65187 -0.08150 -6.14170  0.451
N4 3.27776 -0.55202 -0.65589  0.097
C16 -1.84912 3.70676 -3.59264  -0.539
C17 -2.56052 1.59990 0.44051  -1.005
H25 -0.02140 -0.23615 6.82410  0.285
C18 -0.55222 -3.37128 4.68671  -1.927
C19 -0.88481 4.45832 -6.00409  -0.413
C20 -0.33639 -2.58081 -1.83834  -0.626
C21 -1.41105 -3.21082 2.37567  -1.124
H26 1.69696 -1.64024 6.34639  0.235
C22 2.41302 1.58192 -3.73602  -0.238
H27 -5.22868 0.22372 -0.63006  0.567
C23 -4.51013 2.93487 -0.44595  -0.963
H28 -2.39645 -1.14300 -7.33257  0.338
C24 2.84329 -0.78584 -5.16108  -0.925
H29 4.92645 -0.25929 -4.92961  0.239
C25 -4.27677 0.39410 -0.24349  -1.142
H30 -1.40153 -3.10881 5.25969  0.340
C26 -2.25982 4.92673 -4.12569  -0.351
H31 0.58332 -4.50858 2.25519  0.551
C27 2.63296 0.48468 5.03706  -1.885
C28 -1.76742 5.36434 -5.37096  -0.524
H32 -2.59383 -1.37930 4.20778  0.214
B2 3.04838 -2.08554 -0.41735  0.222
N5 0.53990 -1.92598 -1.03999  -0.189
H33 1.64797 -3.88757 3.50370  0.357
H34 4.85630 2.20638 -1.07189  0.492
H35 -5.38741 3.09802 0.20066  0.311
C29 2.44856 -1.89640 5.54969  -1.960
C30 1.29542 0.81340 -3.98683  0.627
C31 -0.97311 0.00846 4.91466  1.967
H36 -1.26898 -1.43522 6.51663  0.268
C32 1.59297 -0.43855 -4.61891  0.225
H37 1.92124 0.87489 5.80988  0.302
C33 -1.45753 -0.45541 -5.57114  -0.191
C34 1.57776 -3.62887 -1.93504  -0.474
H38 3.92714 -2.71046 -0.85018  -0.225
H39 -2.11791 3.49865 -2.58082  0.252
C35 3.84445 0.04179 -4.79535  -0.369
H40 0.04698 2.58820 -6.12620  0.306
H41 0.32931 -3.23591 5.33623  0.329
F3 -1.14422 4.02500 1.95145  -0.432
H42 3.67881 0.46606 5.44378  0.438
C36 -0.99034 -0.42950 6.31525  -1.795
F4 0.75187 3.66892 3.21272  -0.268
H43 4.34527 -1.24899 4.06721  0.556
C37 -3.75830 -1.26574 -4.16711  -0.234
H44 0.15968 1.74402 5.21370  0.407
H45 3.27060 -2.28559 3.16110  0.296
Si1 -0.44155 1.22213 -3.34738  -0.445
H46 -0.62349 -4.45265 4.58747  0.442
H47 -2.11340 6.34279 -5.81063  0.301
H48 -3.74515 3.70764 -0.36718  0.307
C38 4.23010 1.41951 -0.75464  -0.903
H49 -2.90830 5.56985 -3.50332  0.343
N6 -3.88141 1.68934 -0.05960  0.320
H50 -3.01273 0.13366 5.08684  0.568
H51 -2.08440 2.47209 0.78380  0.670
H52 -3.00569 -0.16994 -2.55737  0.330
H53 -0.32826 4.73507 -6.90394  0.311
H54 -2.42697 -2.83579 2.63811  0.262
C39 -2.80287 -0.44615 -3.58198  -0.917
C40 0.26272 -3.71434 -2.39517  -1.428
H55 0.76723 -1.16095 -4.66936  0.389
H56 -1.70416 0.22375 6.88360  0.485
Sb1 0.43686 -0.72733 3.33326  0.303

Charge   -1
HOMO-LUMO gap   8.24 eV
Lowest unoccupied orbital energy   2.457 eV

---

DFT (ωB97M-V with the def2-TZVPD basis set) results for a structure of composition C40H56BFN7OS3SbSe4Ti at a distorted geometry.

Each line ends with the Mulliken charge.
Cartesian coordinates (Å):
H1 -2.40239 -5.62580 0.74750  0.333
H2 -5.28411 2.32915 1.36540  0.320
H3 -4.74167 1.44878 -0.97302  0.308
C1 1.68707 2.99833 3.42122  -0.343
C2 4.45899 -0.66018 1.72336  0.068
H4 0.59164 -5.55408 -1.64915  0.253
N1 -0.41270 -2.05115 -0.61105  0.852
C3 -5.48958 0.27833 0.68956  2.264
Se1 3.44319 3.93241 -3.54961  -0.713
N2 -0.28267 -0.09696 -2.56132  -0.762
H5 3.02613 3.66072 1.94486  -0.546
O1 1.41946 1.91328 2.89795  -0.308
H6 2.91056 -4.92249 -1.70479  0.431
H7 0.58631 4.55498 1.77773  0.112
H8 -4.30968 -5.16111 -1.65107  0.489
H9 -3.47401 -3.73958 -2.31571  0.340
C4 1.33241 -3.60696 -1.09758  0.992
N3 -0.62569 0.35848 -1.33912  1.058
C5 0.86296 -1.34616 -4.61281  -1.853
S1 -0.35091 2.06420 0.67746  -0.473
H10 2.85253 -0.53158 3.12957  0.469
C6 6.47948 -0.66665 0.36144  -1.113
N4 -1.38477 -3.00839 -0.73438  -1.225
C7 -1.92887 -5.95850 -2.66624  -1.852
H11 -1.08660 -6.64630 -2.57712  0.339
H12 -0.04321 6.35080 5.12329  0.401
N5 -1.90508 -0.53187 0.68874  0.982
H13 -6.06853 1.27094 2.54619  0.288
H14 0.27983 6.82180 2.73949  0.368
H15 5.61497 -3.83090 1.20476  0.420
H16 -6.44340 0.95988 -1.12694  0.481
C8 -3.89636 -0.51503 2.52149  -0.424
H17 -0.64655 5.00970 4.14658  0.258
C9 -2.59363 -0.84157 2.94475  0.526
H18 -7.45100 -0.62859 0.51610  0.460
C10 0.31879 -4.55762 -1.32611  -0.721
S2 2.03590 -1.01067 -0.51604  -0.291
Ti1 1.54939 0.45356 1.20353  0.450
Se2 6.39322 2.16262 -1.84948  -0.719
H19 -0.06663 -1.85915 -4.36463  0.363
H20 -4.70018 -0.51025 3.24670  0.328
C11 -1.58951 -0.85510 2.00025  0.554
H21 0.04626 0.11976 -6.83361  0.464
H22 1.25972 -1.75425 -5.54514  0.521
C12 0.94286 -2.33257 -0.75607  0.300
H23 -5.13140 -0.21310 -1.39248  0.297
H24 -0.95841 4.40360 -1.01442  0.316
C13 -3.50239 -4.44236 -1.48262  -1.953
H25 0.79065 4.24401 -1.11263  0.077
C14 0.96535 6.12700 3.23215  -1.008
H26 1.58313 -1.54774 -3.81768  0.233
Se3 4.75524 5.31532 -0.27734  -0.733
H27 0.75317 4.44671 6.26565  0.434
C15 1.99118 0.82850 -5.08865  -1.816
C16 4.52715 -2.05496 1.77952  -0.014
C17 -0.46953 1.67028 -0.98351  0.366
C18 5.54584 -2.75137 1.14905  -0.770
C19 1.14204 4.57116 5.25479  -0.881
H28 0.59414 2.53533 5.02993  0.354
C20 -1.02208 -4.20306 -1.12406  0.040
Se4 2.72532 1.69576 -0.05822  0.261
H29 -6.95960 1.81170 1.11313  0.466
H30 3.70538 1.00482 2.80175  0.495
C21 -0.14106 4.07574 -1.66016  -1.340
C22 0.64986 0.16253 -4.75891  2.386
C23 -0.37047 0.43238 -5.87370  -1.917
C24 -5.97989 1.49643 1.48212  -1.685
H31 3.34924 -3.19981 -1.71401  0.386
F1 7.49501 -2.74530 -0.17027  -0.385
H32 2.46307 0.30661 -5.92470  0.479
C25 -5.45054 0.64118 -0.79719  -1.956
H33 0.33206 2.85145 -4.01852  0.426
H34 2.15046 4.98331 5.33490  0.290
C26 -0.24641 2.62533 -1.99620  0.002
H35 2.67220 0.78047 -4.23688  0.306
H36 -2.81918 -6.54204 -2.91378  0.474
C27 3.34044 0.08183 2.35460  -1.373
H37 3.76090 -2.59642 2.32529  0.319
H38 -1.32408 -6.74513 -0.10087  0.344
C28 2.45331 4.09574 2.75751  0.115
H39 -1.29440 -0.12320 -5.69657  0.362
H40 -1.79792 -0.19286 4.81998  0.183
C29 5.47336 0.00927 1.03006  -0.273
S3 0.06518 -1.15016 2.37704  -0.806
H41 -0.61434 1.49488 -5.93773  0.336
C30 6.49514 -2.04329 0.44197  0.606
C31 0.26089 5.53744 4.45586  -0.569
Sb1 4.22286 3.16161 -1.35166  0.991
C32 -4.10645 -0.13345 1.18742  0.031
H42 -3.18355 -1.28859 4.95797  0.430
H43 -0.09058 4.66850 -2.56846  0.424
C33 -6.45896 -0.89292 0.89278  -1.554
H44 -3.71242 -3.87614 -0.57763  0.341
B1 -0.92697 -0.71102 -0.36599  -0.764
H45 3.21461 -4.05458 -0.19174  0.204
C34 0.11275 0.74707 -3.46250  0.084
C35 0.04447 2.14934 -3.24769  -0.276
H46 5.46455 1.09283 1.00743  0.817
H47 -6.10952 -1.77518 0.35339  0.230
C36 1.43424 5.10554 2.19563  0.068
N6 -3.15046 -0.11494 0.29721  -0.904
C37 2.78205 -3.96946 -1.18942  -1.735
H48 7.20900 -0.11649 -0.21792  0.435
H49 -3.08065 -6.85964 -0.33170  0.455
H50 1.83413 6.70724 3.56111  0.326
C38 -2.24656 -6.16735 -0.18681  -1.731
H51 1.88980 1.87947 -5.35265  0.338
H52 3.15262 4.58797 3.43398  0.721
H53 -1.72794 -5.27143 -3.48971  0.316
C39 -2.27602 -1.07772 4.38922  -1.701
C40 -2.16711 -5.18590 -1.36260  2.354
N7 1.21147 3.24230 4.66304  -0.126
H54 -6.55200 -1.15279 1.94854  0.303
H55 1.92301 5.64874 1.38492  0.247
H56 -1.57833 -1.90532 4.51271  0.352

Charge   -2
Multiplicity   3
HOMO-LUMO gap (spin up / spin down)   4.77 / 4.76 eV
Lowest unoccupied orbital energy (spin up / spin down)   3.388 / 3.377 eV

---

Which formula does entry 2 have? C40H56B2CdF4N6OSbSi

---

Look up the charge of the second one. -1

---

Which value of charge does entry 1 give? 0